Record 1
# C33H60N3O23S

7 unconnected molecules or ions with the total composition C33H60N3O23S in a non-equilibrium geometry (wB97M-V/def2-TZVPD, OMol25).

Values from the calculation:
- molar mass (g mol⁻¹) = 898.9
- net charge = +1

Structure (XYZ):
```
120
C33H60N3O23S wB97M-V/def2-TZVPD
S 0.1218 -2.6188 5.0613
O -4.9346 5.3412 -9.9839
O -5.8391 3.5046 -9.3013
O -1.1413 3.2803 -5.2846
O -4.8820 -4.0378 -4.7449
O 5.5089 -2.8699 3.4977
O -6.4064 -0.5282 -4.9025
O -3.7633 -5.7667 -5.3852
O 7.1501 -4.0874 4.1922
O 4.2608 1.9118 4.6744
O 0.5086 -3.6281 5.9948
O -0.8943 -1.6997 5.4615
O 5.1471 2.2456 6.7225
O -3.6198 -5.1293 -3.2230
O 4.8304 4.8725 9.3833
O -5.9186 0.2783 -6.9431
O 1.4117 -1.7694 4.6320
O -6.3092 5.4152 -8.1937
O -7.9186 0.5624 -6.1846
O 7.0164 5.4105 9.5606
O 5.4267 6.9080 8.9859
O -1.5482 1.1954 -4.9014
O 6.3122 -2.5115 5.5766
O 5.8117 0.5735 5.3549
N -1.9772 2.6016 -4.9007
N 1.4114 -1.0848 0.9446
N -0.3960 -1.1651 -3.4287
C -2.8750 -6.8523 -5.0987
C 2.1715 -0.2818 1.6757
C 6.3263 -3.1019 4.5282
C -1.4846 -1.5324 0.6540
C 8.0899 -4.4449 5.2121
C 0.6197 -1.8962 -2.5828
C -8.9025 0.3951 -5.1537
C -2.1004 0.5316 -3.7804
C 1.2759 -0.7925 -0.3523
C 3.4029 3.0354 4.9054
C -5.7509 4.8142 -9.0734
C 0.3807 -1.7766 -1.0812
C 1.9088 0.2896 -0.9612
C -5.3010 -3.1412 -3.7102
C 5.0857 1.6369 5.6900
C -1.5196 -2.9105 1.3225
C 2.7195 1.1141 -0.1747
C -4.0496 -4.9961 -4.3409
C -1.5304 -2.6955 2.8562
C -4.7497 6.7542 -9.8607
C 4.5657 -1.8279 3.7397
C -1.0105 0.0564 -2.8269
C 5.1651 3.5299 9.7468
C 2.8454 0.8298 1.1782
C -1.6404 -0.2313 -1.4586
C 6.4486 7.9031 8.8977
C -6.6971 2.8070 -8.3923
C -4.6239 -0.2908 -6.7672
C -6.7326 0.0476 -5.9132
C 6.7445 0.1511 6.3603
C 5.8714 5.6990 9.3331
C -1.1228 -1.5398 -0.8229
C -0.3066 -3.3642 3.5039
H -2.4554 -3.0427 3.3027
H -2.4634 -3.3828 1.0657
H -9.8093 0.8643 -5.5205
H -0.4794 -4.4228 3.6552
H -0.3108 0.8810 -2.7585
H -1.9149 -6.4805 -4.7456
H 3.4486 1.4444 1.8264
H 7.1827 7.6344 8.1405
H -3.3120 -7.5204 -4.3602
H 5.0745 -0.8843 3.9341
H -5.9423 -2.3982 -4.1770
H 5.6028 3.4991 10.7431
H -4.0437 -0.0378 -7.6501
H -0.8469 -0.8724 1.2295
H 0.5388 -3.2136 2.8384
H -4.3075 7.0013 -8.8976
H 2.7922 3.1440 4.0128
H 6.9377 8.0383 9.8602
H -4.4362 -2.6366 -3.2752
H 1.6198 -1.6244 -2.8980
H 5.8436 3.0942 9.0189
H -8.5828 0.8874 -4.2380
H -0.6722 -3.5161 1.0153
H -1.6498 -2.3785 -1.2913
H 7.5732 -4.7909 6.1046
H -6.6816 1.7657 -8.6839
H -5.6959 7.2770 -9.9826
H -4.0707 7.0437 -10.6569
H -2.6929 1.2566 -3.2204
H -1.4106 0.5704 -0.7651
H 8.6899 -5.2521 4.8040
H -9.0874 -0.6611 -4.9715
H 2.2806 -0.5300 2.7222
H 0.0797 -0.8573 -4.2789
H 3.2219 1.9572 -0.6230
H 8.7323 -3.6008 5.4538
H 1.8405 0.5191 -2.0134
H 2.7588 2.8576 5.7639
H 0.6219 -2.7460 -0.6533
H -1.4603 -1.6360 3.0822
H -6.3319 2.9021 -7.3729
H 7.4649 0.9395 6.5678
H 0.5165 -2.9451 -2.8470
H -1.1377 -1.7915 -3.7398
H 3.9869 3.9405 5.0564
H 7.2580 -0.7154 5.9557
H 6.2221 -0.1316 7.2713
H -4.1400 0.1320 -5.8877
H 5.9527 8.8257 8.6109
H -4.6889 -1.3752 -6.6835
H -2.7804 -0.2766 -4.0637
H -2.7137 -0.3405 -1.5916
H 3.9642 -1.7321 2.8404
H 4.2349 2.9697 9.7458
H -7.7164 3.1827 -8.4635
H -5.8433 -3.6766 -2.9333
H 3.9232 -2.0881 4.5747
H -2.4937 -1.1217 0.7289
H 1.9510 -1.6851 5.4344
H -2.7354 -7.3867 -6.0330
```

Löwdin atomic charge list, values in e, 99 entries: 0.597, 0.004, 0.010, 0.140, 0.006, 0.025, 0.093, 0.008, 0.015, -0.017, -0.268, -0.266, 0.136, 0.111, 0.007, -0.011, -0.183, 0.124, 0.019, 0.126, 0.001, -0.125, 0.105, -0.022, 0.018, 0.135, 0.125, -0.032, -0.113, -0.601, -0.179, -0.027, -0.048, -0.014, -0.193, -0.240, -0.032, -0.627, -0.193, -0.017, -0.031, -0.612, -0.165, -0.035, -0.633, -0.201, -0.037, -0.026, -0.231, -0.042, -0.025, -0.074, -0.042, -0.041, -0.020, -0.605, -0.024, -0.626, -0.261, -0.212, 0.120, 0.116, 0.099, 0.115, 0.152, 0.092, 0.105, 0.096, 0.101, 0.088, 0.063, 0.098, 0.104, 0.102, 0.092, 0.096, 0.085, 0.098, 0.080, 0.135, 0.079, 0.100, 0.104, 0.153, 0.100, 0.084, 0.099, 0.094, 0.134, 0.140, 0.096, 0.101, 0.084, 0.186, 0.113, 0.098, 0.099, 0.101, 0.146

---

Record 2
# C2O2

2 unconnected molecules or ions with the total composition C2O2 in a non-equilibrium geometry (wB97M-V/def2-TZVPD, OMol25).

Values from the calculation:
- energy relative to the best compared isomer or geometry (same formula, charge and spin) (kJ/mol) = 0.1
- molar mass (g mol⁻¹) = 56.0

Structure (XYZ):
```
4
C2O2 wB97M-V/def2-TZVPD
O 0.2269 -1.4495 -0.6741
O 0.4325 1.9217 0.9976
C -0.0900 -2.5140 -0.8557
C -0.5695 2.0418 0.5322
```

Just the Löwdin charges please, in e? Sure, here they are: 0.008, 0.031, -0.011, -0.028

---

Frontier orbital gap, respectively: 8.521, 14.432 eV.
Highest occupied orbital energy, respectively: -11.711, -13.192 eV.